Record 1
Molecular formula: C31H36N4O2ReS4
Method: DFT, ωB97M-V with the def2-TZVPD basis set

Summary:
HOMO energy in eV: -10.64
LUMO level in eV: -3.1
Charge: +1
Energy above the lowest of the compared OMol25 structures with the same formula, charge and spin in kJ/mol: 0.00
Gap between HOMO and LUMO in eV: 7.54

XYZ file:
```
78
Properties=species:S:1:pos:R:3:mulliken_charge:R:1
Re -0.271 -0.671 -0.801 0.574
S -3.646 -0.503 -0.283 -0.161
S -0.914 3.968 -1.301 -0.299
S -3.057 -0.967 -4.633 -0.217
S -0.740 -2.968 -0.114 -0.584
O 0.797 -1.528 -2.411 -0.660
O 0.378 -0.110 -4.115 -0.487
N 1.215 -0.354 0.022 1.149
N -3.011 -2.894 1.272 -0.024
N -0.616 1.461 -1.223 0.430
N -1.795 -0.659 -2.471 0.745
C 3.055 2.453 -2.257 -1.482
C 4.493 -0.245 1.717 -1.398
C -1.991 0.044 1.849 0.387
C 2.915 0.933 -2.113 2.799
C 4.748 0.644 -0.481 -0.843
C 0.855 -1.132 -3.655 -0.076
C -0.247 2.562 -0.600 0.094
C -2.285 1.409 1.848 -0.714
C -2.218 -3.070 -3.066 -1.258
C 2.580 -0.099 0.267 0.440
C -2.093 1.486 4.251 -0.722
C 0.610 2.688 0.615 -0.908
C 2.339 -0.855 2.753 0.541
C -2.715 0.625 -4.154 -0.248
C -2.030 -2.233 0.710 -0.367
C 3.131 -0.418 1.533 0.617
C 1.484 -2.107 2.559 -1.457
C -2.275 -1.596 -3.267 0.204
C -4.229 -2.288 1.822 -0.711
C 3.707 0.240 -3.231 -1.986
C -4.638 -0.950 1.155 -0.424
C -2.331 2.123 3.034 -0.827
C -1.485 1.737 -2.273 -0.527
C -2.024 0.604 -3.001 -0.461
C -2.019 -0.744 0.560 1.413
C -1.760 3.045 -2.452 -0.468
C 3.395 0.470 -0.748 0.928
C 5.304 0.275 0.725 -1.309
C 1.515 0.321 3.285 -1.128
C -1.807 0.133 4.261 -1.022
C -1.749 -0.582 3.068 0.008
H -2.143 2.042 5.179 0.419
H -2.412 3.500 -3.183 0.529
H 1.314 -1.883 -4.309 0.419
H 1.869 0.683 -2.237 -1.649
H -0.018 2.757 1.505 0.266
H 2.149 1.194 3.461 0.408
H 0.595 -1.881 1.973 -0.032
H 2.036 -2.897 2.044 0.400
H 4.731 0.617 -3.276 0.440
H -4.567 -0.145 1.881 0.205
H -5.668 -1.003 0.805 0.606
H 1.037 0.056 4.231 0.503
H -2.516 1.900 0.908 0.510
H -5.015 -3.028 1.701 0.504
H 5.378 1.075 -1.249 0.373
H -1.499 -1.639 3.094 0.540
H -4.095 -2.118 2.888 0.260
H 1.163 -2.494 3.530 0.446
H -1.197 -3.385 -2.868 0.229
H 3.240 0.439 -4.196 0.469
H 4.097 2.766 -2.155 0.372
H 2.707 2.761 -3.246 0.437
H 4.921 -0.504 2.678 0.398
H -2.979 1.479 -4.761 0.466
H 3.748 -0.840 -3.080 0.379
H 1.220 3.590 0.560 0.649
H 6.364 0.410 0.901 0.404
H -2.843 -3.356 -2.219 0.153
H 1.262 1.835 0.729 -0.379
H 3.088 -1.089 3.511 0.735
H 0.731 0.598 2.580 -0.096
H -1.622 -0.376 5.201 0.490
H 2.473 2.993 -1.507 0.173
H -2.979 -3.902 1.214 0.353
H -2.578 -3.585 -3.955 0.548
H -2.563 3.181 3.015 0.515
```


Record 2
Molecular formula: C13H18F3NO9P
Method: DFT, ωB97M-V with the def2-TZVPD basis set

Summary:
HOMO energy in eV: -13.24
LUMO level in eV: -6.0
Charge: +1
Gap between HOMO and LUMO in eV: 7.25

XYZ file:
```
45
Properties=species:S:1:pos:R:3:mulliken_charge:R:1
P -0.937 4.583 -1.310 1.031
F 3.393 2.912 -3.251 -0.223
F 3.559 0.590 -2.673 -0.267
F 5.597 1.790 -3.042 -0.243
O -2.798 -5.182 0.682 -0.285
O 4.592 3.712 -0.615 -0.517
O -2.470 -6.872 2.203 -0.521
O -0.944 -5.190 1.859 -0.252
O 0.474 3.206 2.339 -0.508
O 2.353 2.701 0.930 -0.289
O -1.432 4.718 -2.805 -0.648
O -1.100 6.203 -0.601 -0.515
O 0.769 4.234 -1.340 -0.462
N -2.048 -0.797 -0.714 -0.065
C -0.059 1.380 0.633 0.555
C -0.108 -5.785 2.850 -0.626
C 2.748 1.900 -0.239 -0.080
C -1.984 3.425 -0.209 -0.728
C 4.245 2.298 -0.847 -0.124
C -2.404 0.698 -0.775 -0.531
C -2.107 -5.852 1.639 0.706
C -1.436 1.883 -0.101 0.250
C 0.961 2.453 1.336 0.339
C 0.257 -0.259 0.644 -0.394
C -4.054 -5.769 0.346 -0.618
C -0.794 -1.314 -0.041 -0.263
C 4.207 1.936 -2.473 0.599
H -0.591 -2.475 -0.018 0.346
H 0.191 -6.794 2.547 0.298
H -0.613 -5.804 3.821 0.300
H 2.012 1.947 -1.148 0.313
H -4.519 -5.152 -0.428 0.199
H 5.360 3.740 0.048 0.375
H 1.128 4.131 -2.269 0.360
H -3.913 -6.777 -0.057 0.294
H -2.123 3.891 0.880 0.409
H 1.270 -0.568 1.159 0.403
H 5.068 1.601 -0.388 0.379
H -4.717 -5.788 1.216 0.305
H 0.794 -5.173 2.943 0.202
H -2.709 -1.516 -1.129 0.313
H -3.405 0.967 -1.323 0.313
H -3.081 3.386 -0.675 0.397
H 2.837 0.749 0.059 0.107
H -1.468 6.036 0.338 0.362
```


Record 3
Molecular formula: C26H25CuN4O5Te
Method: DFT, ωB97M-V with the def2-TZVPD basis set

Summary:
HOMO energy (spin up / spin down) in eV: -4.71 / -4.86
LUMO level (spin up / spin down) in eV: 2.4 / 2.4
Charge: -1
Energy above the lowest of the compared OMol25 structures with the same formula, charge and spin in kJ/mol: 0.00
Multiplicity: 2
Gap between HOMO and LUMO (spin up / spin down) in eV: 7.13 / 7.28

XYZ file:
```
62
Properties=species:S:1:pos:R:3:lowdin_spin:R:1
Te 1.700 1.865 -1.459 0.076
Cu -0.195 0.498 -0.093 0.701
O -1.386 -2.434 0.586 0.000
O 0.596 -0.987 -1.855 -0.001
O -1.658 0.967 -1.251 0.063
O -2.166 1.716 2.318 0.000
O -1.377 3.152 -1.689 -0.001
N 1.468 -0.604 0.566 0.047
N 1.768 -1.786 -0.025 0.009
N -1.410 -0.230 1.301 0.054
N 0.904 1.777 1.645 0.000
C -2.973 1.901 -2.957 0.005
C 1.059 -3.329 -3.256 0.000
C 2.034 -0.336 1.691 -0.001
C -1.870 -1.527 1.230 0.003
C -1.912 2.055 -1.872 0.004
C 0.917 3.322 3.456 -0.001
C 1.561 3.959 -1.117 0.011
C 3.042 -1.234 2.341 0.001
C 2.171 -4.231 -1.332 0.000
C -4.380 -0.132 3.477 0.000
C 1.508 -3.175 -1.950 0.000
C -4.990 -2.468 3.251 0.000
C -2.245 0.525 2.084 0.005
C -5.219 -1.201 3.782 0.000
C -3.092 -1.637 2.105 0.002
C -3.915 -2.705 2.397 0.000
C 1.274 -4.516 -3.941 0.000
C -3.318 -0.382 2.632 0.003
C 1.704 2.454 4.194 0.000
C 2.086 1.243 3.642 -0.001
C 2.386 -5.418 -2.014 0.000
C 1.196 2.050 -3.509 0.009
C 1.246 -1.865 -1.254 0.002
C 0.532 2.928 2.183 0.000
C 1.940 -5.564 -3.322 0.000
C 1.666 0.933 2.346 0.000
H 3.325 -2.019 1.647 0.000
H 2.504 -4.103 -0.310 0.000
H -6.066 -1.049 4.440 0.000
H 3.925 -0.668 2.645 0.000
H 2.108 -6.493 -3.854 0.000
H 2.619 -1.702 3.235 0.000
H 0.534 -2.500 -3.713 0.000
H 2.015 2.712 5.199 0.000
H -5.664 -3.277 3.504 0.000
H 0.918 -4.626 -4.958 0.000
H -3.764 1.231 -2.624 0.000
H 0.515 4.241 -1.193 0.001
H 2.693 0.549 4.204 0.000
H 0.581 4.268 3.858 0.000
H 2.034 2.493 -4.042 0.003
H 1.961 4.183 -0.130 0.000
H -0.116 3.549 1.574 0.000
H 2.900 -6.236 -1.523 0.000
H 0.306 2.672 -3.584 0.000
H -3.378 2.872 -3.234 0.001
H 2.167 4.465 -1.869 0.003
H -3.726 -3.682 1.971 0.000
H -2.503 1.448 -3.833 0.000
H -4.548 0.860 3.878 0.000
H 0.996 1.047 -3.881 0.000
```


Record 4
Molecular formula: C4H7NO
Method: DFT, ωB97M-V with the def2-TZVPD basis set

Summary:
HOMO energy in eV: -9.84
LUMO level in eV: 0.9
Charge: 0
SMILES string: [H]/N=C1/CCCO1
Energy above the lowest of the compared OMol25 structures with the same formula, charge and spin in kJ/mol: 73.20
Gap between HOMO and LUMO in eV: 10.77

XYZ file:
```
13
Properties=species:S:1:pos:R:3:mulliken_charge:R:1
O 0.560 1.220 -0.216 -0.425
N 2.354 0.053 0.683 -0.681
C 1.150 0.112 0.310 0.368
C -1.182 -0.392 -0.027 -0.445
C -0.763 0.935 -0.678 -0.349
C 0.154 -1.025 0.381 -0.299
H 2.819 0.945 0.510 0.276
H -1.821 -0.215 0.843 0.249
H -1.745 -1.013 -0.728 0.290
H 0.468 -1.821 -0.302 0.241
H -1.399 1.778 -0.394 0.276
H -0.742 0.869 -1.772 0.235
H 0.147 -1.445 1.389 0.265
```